Entry from OMol25: a single C19H21N3O2 molecule (wB97M-V/def2-TZVPD).

Properties
- total charge = 0
- highest occupied orbital energy (eV) = -8.2
- energy (Eh) = -1051.3697

Bonds (Å) are listed after each position.
Element x y z (Å)
1 C 0.561 0.212 3.806  C2 1.486, H43 1.086, H44 1.089, H45 1.089
2 C 0.003 -0.606 2.697  C1 1.486, N3 1.327, C6 1.399
3 N -1.297 -0.630 2.432  C2 1.327, N4 1.337
4 N -1.470 -1.454 1.394  N3 1.337, C5 1.357, C16 1.436
5 C -0.285 -1.946 0.950  N4 1.357, C6 1.391, C8 1.436
6 C 0.691 -1.421 1.791  C2 1.399, C5 1.391, H7 1.070
7 H 1.744 -1.602 1.752  C6 1.070
8 C -0.092 -2.806 -0.183  C5 1.436, C9 1.374, O12 1.353
9 C 1.086 -3.178 -0.786  C8 1.374, C10 1.411, H15 1.070
10 C 0.731 -4.013 -1.866  C9 1.411, C11 1.361, H14 1.070
11 C -0.628 -4.094 -1.847  C10 1.361, O12 1.342, H13 1.072
12 O -1.134 -3.371 -0.836  C8 1.353, C11 1.342
13 H -1.327 -4.610 -2.474  C11 1.072
14 H 1.394 -4.486 -2.560  C10 1.070
15 H 2.073 -2.883 -0.493  C9 1.070
16 C -2.776 -1.540 0.804  N4 1.436, H17 1.089, H18 1.093, C19 1.544
17 H -2.879 -2.458 0.229  C16 1.089
18 H -3.516 -1.515 1.609  C16 1.093
19 C -3.008 -0.331 -0.129  C16 1.544, O20 1.210, N21 1.345
20 O -3.391 -0.451 -1.270  C19 1.210
21 N -2.743 0.838 0.483  C19 1.345, H22 1.015, C23 1.446
22 H -2.350 0.792 1.417  N21 1.015
23 C -2.597 2.070 -0.260  N21 1.446, H24 1.093, C25 1.532, H42 1.092
24 H -3.375 2.086 -1.027  C23 1.093
25 C -1.224 2.156 -0.935  C23 1.532, H26 1.091, H27 1.092, C28 1.534
26 H -1.185 3.052 -1.558  C25 1.091
27 H -1.112 1.289 -1.590  C25 1.092
28 C -0.070 2.182 0.075  C25 1.534, C29 1.502, H40 1.092, H41 1.092
29 C 1.246 2.019 -0.631  C28 1.502, C30 1.390, C34 1.388
30 C 1.665 0.755 -1.029  C29 1.390, C31 1.383, H39 1.081
31 C 2.858 0.588 -1.708  C30 1.383, C32 1.385, H38 1.080
32 C 3.650 1.686 -2.001  C31 1.385, C33 1.384, H37 1.080
33 C 3.240 2.949 -1.611  C32 1.384, C34 1.384, H36 1.080
34 C 2.045 3.113 -0.932  C29 1.388, C33 1.384, H35 1.081
35 H 1.730 4.103 -0.630  C34 1.081
36 H 3.853 3.810 -1.837  C33 1.080
37 H 4.582 1.558 -2.530  C32 1.080
38 H 3.170 -0.401 -2.011  C31 1.080
39 H 1.053 -0.106 -0.801  C30 1.081
40 H -0.090 3.124 0.627  C28 1.092
41 H -0.191 1.365 0.788  C28 1.092
42 H -2.747 2.906 0.426  C23 1.092
43 H -0.243 0.740 4.312  C1 1.086
44 H 1.076 -0.425 4.522  C1 1.089
45 H 1.278 0.934 3.417  C1 1.089